Density functional theory data (ωB97M-V/def2-TZVPD) for C11H9ClNO7RhS2 as an isolated structure.

Results
HOMO-LUMO gap (alpha / beta)   8.12 / 6.08 eV
Lowest unoccupied orbital energy (alpha / beta)   -0.43 / -2.74 eV
Relative energy (zero: lowest compared OMol25 entry of this formula, charge and spin)   13.39 kcal per mole
Spin multiplicity   5
Expectation value of S²   6.013
Molar mass   469.7 g mol⁻¹
Net charge   0
E   -64570.9787 eV

Last column: Löwdin spin population.
Atoms and positions in Å:
Rh: 0.958 1.128 0.077  2.782
O: -0.307 0.453 1.783  0.103
C: -1.321 -0.223 1.809  0.011
C: -1.669 -1.262 0.850  0.015
C: -2.714 -2.126 1.202  -0.004
C: -3.018 -3.122 0.288  0.012
C: -2.580 -2.998 -1.067  -0.001
C: -1.517 -2.166 -1.412  0.017
C: -0.929 -1.398 -0.368  0.015
O: 0.097 -0.681 -0.618  0.167
N: -3.938 -4.175 0.656  0.001
O: -3.742 -5.203 0.048  0.003
O: -4.662 -4.010 1.659  0.002
H: -2.054 -0.136 2.625  0.005
H: -3.230 -2.069 2.132  0.000
H: -3.189 -3.649 -1.778  0.000
H: -1.018 -2.197 -2.370  0.000
Cl: -1.401 5.581 -0.264  0.004
C: -1.133 4.269 -1.350  0.006
C: -0.499 3.076 -0.716  0.024
O: 0.398 2.459 -1.443  0.216
O: -0.712 2.719 0.440  0.091
H: -0.405 4.599 -2.103  0.002
H: -2.084 3.970 -1.833  0.000
C: 6.210 0.681 0.137  0.008
O: 5.128 1.384 0.740  0.030
C: 3.881 1.183 0.380  0.049
S: 3.249 0.069 -0.655  0.182
S: 2.827 2.196 1.250  0.253
H: 7.067 1.391 0.241  0.000
H: 5.967 0.566 -0.934  0.004
H: 6.340 -0.308 0.590  0.001